Entry from OMol25: a cluster of 5 separate species, C24H58IO12PS in total (ωB97M-V/def2-TZVPD).

Cartesian coordinates (Å):
I1 3.51 -2.82 5.98
S1 6.89 -1.71 6.50
P1 4.95 -0.96 6.66
O1 -2.07 -3.15 5.61
O2 0.21 -0.36 -1.53
O3 -4.07 -1.45 3.97
O4 -4.50 -2.39 7.37
O5 -1.77 -3.14 -0.53
O6 -0.20 1.74 -6.08
O7 -0.60 -0.85 -7.75
O8 -0.54 2.52 -9.06
O9 5.28 4.41 1.32
O10 3.80 2.14 -0.17
O11 3.30 1.73 2.86
O12 -2.31 -0.20 0.28
C1 2.23 1.31 3.67
C2 -2.79 -0.98 -0.81
C3 -3.15 -3.52 4.77
C4 -3.12 -2.40 7.69
C5 0.75 1.93 -7.12
C6 4.47 4.48 0.16
C7 3.62 0.78 1.86
C8 -2.29 -2.06 6.48
C9 0.82 0.41 -2.54
C10 -1.88 -4.42 0.05
C11 -1.16 -0.48 -6.51
C12 -1.12 3.56 -9.81
C13 -5.28 -2.97 8.39
C14 -0.01 0.40 -0.36
C15 3.38 3.44 0.21
C16 0.38 3.01 -8.10
C17 -2.99 -2.44 -0.47
C18 6.47 5.15 1.18
C19 -4.00 -0.43 2.99
C20 -0.14 -2.18 -7.75
C21 -1.37 1.01 -6.42
C22 -0.93 -0.33 0.59
C23 -3.35 -2.60 3.59
C24 4.51 1.39 0.80
H1 2.62 3.72 -0.53
H2 -0.95 -2.88 -7.53
H3 5.09 4.31 -0.74
H4 -5.03 -4.02 8.53
H5 -1.79 3.11 -10.53
H6 -3.70 -2.88 -1.20
H7 -2.64 -5.03 -0.45
H8 -1.70 4.24 -9.16
H9 -2.36 -2.32 3.18
H10 0.99 -0.24 -3.40
H11 5.30 1.99 1.27
H12 0.67 -2.32 -7.02
H13 -2.94 -1.65 8.48
H14 1.29 3.35 -8.62
H15 1.79 0.81 -2.21
H16 -2.12 -4.35 1.12
H17 -2.71 -1.20 5.95
H18 -5.15 -2.44 9.34
H19 -1.82 1.39 -7.35
H20 -6.32 -2.89 8.08
H21 0.96 0.99 -7.64
H22 0.25 -2.39 -8.75
H23 -0.64 -1.38 0.67
H24 2.46 0.35 4.15
H25 -3.91 -3.14 2.81
H26 0.96 0.57 0.14
H27 4.13 -0.07 2.33
H28 0.18 1.24 -2.85
H29 -0.50 -0.80 -5.69
H30 4.02 5.48 0.09
H31 -2.88 -4.51 4.38
H32 -0.91 -4.91 -0.05
H33 -0.82 0.12 1.57
H34 2.70 0.41 1.38
H35 -0.36 4.15 -10.34
H36 -1.29 -1.77 6.84
H37 -2.83 -3.39 8.06
H38 -2.13 -0.99 -6.39
H39 6.25 6.21 0.98
H40 -3.43 -2.52 0.53
H41 1.30 1.21 3.09
H42 -4.38 -0.78 2.03
H43 -0.44 1.37 -0.61
H44 1.66 2.25 -6.61
H45 7.01 5.07 2.12
H46 -0.05 3.86 -7.55
H47 7.09 4.75 0.38
H48 -4.08 -3.62 5.33
H49 7.03 -1.97 5.20
H50 -2.07 1.20 -5.60
H51 -3.76 -0.56 -1.05
H52 -2.14 -0.88 -1.68
H53 2.90 3.44 1.19
H54 4.97 0.58 0.25
H55 -4.61 0.39 3.34
H56 -2.97 -0.09 2.85
H57 4.83 -0.17 5.50
H58 2.08 2.06 4.44

The HOMO-LUMO gap comes out at 0.336 Ha. As for the LUMO energy: -0.09 eV. As for the max |F|: 0.455 eV Å⁻¹. Its HOMO energy is -9.2291 eV. Its SMILES is COCCOCCOC.COCCOCCOC.COCCOCCOC.COCCOCCOC.SPI.